84
Properties=species:S:1:pos:R:3 method="wB97M-V/def2-TZVPD" e_tot_ha=-2562.74525 orbital_gap_ha="0.2801 / 0.2370" charge=+1 lumo_ev="-3.04 / -4.63" multiplicity=5 s_squared=6.079
Ru -0.098 -0.655 -0.345
N 0.144 0.426 3.025
N 1.495 0.538 3.328
C 2.402 0.460 2.347
N 3.695 0.566 2.645
N 1.912 0.257 1.122
N 2.673 0.185 0.056
O 3.862 0.450 0.066
O 2.087 -0.166 -0.973
H -0.342 1.318 3.038
H -0.330 -0.234 3.632
H 1.821 0.682 4.282
H 4.015 0.630 3.598
H 4.368 0.582 1.883
C 3.355 -0.809 -3.731
C 2.105 -0.023 -4.131
C 2.369 0.775 -5.412
C 0.920 -0.940 -4.318
C 1.017 -1.935 -5.278
C -0.021 -2.812 -5.530
C -1.193 -2.689 -4.808
C -1.345 -1.717 -3.832
C -2.666 -1.688 -3.094
C -2.512 -2.579 -1.863
C -3.191 -0.296 -2.744
C -0.268 -0.847 -3.543
N -0.373 0.068 -2.511
C -0.333 1.387 -2.756
C -0.545 1.951 -4.039
C -0.479 3.310 -4.238
C -0.210 4.180 -3.186
C -0.053 3.670 -1.902
C -0.145 2.315 -1.709
F -0.049 1.801 -0.431
H 4.174 -0.115 -3.560
H 3.652 -1.504 -4.510
H 3.171 -1.365 -2.815
H 1.898 0.682 -3.323
H 2.599 0.115 -6.243
H 3.219 1.434 -5.257
H 1.509 1.380 -5.687
H 1.926 -2.023 -5.852
H 0.071 -3.570 -6.294
H -2.019 -3.354 -5.010
H -3.413 -2.147 -3.754
H -1.683 -2.188 -1.239
H -2.258 -3.588 -2.171
H -3.414 -2.603 -1.259
H -2.641 0.156 -1.916
H -4.236 -0.368 -2.446
H -3.129 0.369 -3.604
H -0.791 1.289 -4.856
H -0.629 3.699 -5.234
H -0.138 5.240 -3.366
H 0.135 4.309 -1.053
C -6.390 -2.301 -0.293
C -5.553 -1.120 0.063
C -6.054 0.183 0.101
C -5.160 1.190 0.429
N -3.890 0.944 0.707
C -3.509 -0.323 0.648
S -1.867 -0.675 1.165
N -4.276 -1.356 0.343
H -7.440 -2.112 -0.091
H -6.053 -3.173 0.260
H -6.277 -2.517 -1.355
H -7.089 0.394 -0.113
H -5.459 2.230 0.473
C -1.680 -4.576 0.661
Si 0.110 -4.223 0.099
C 0.473 -4.640 -1.728
C 1.349 -5.166 1.221
C 0.644 -2.432 0.497
H -1.694 -5.222 1.536
H -2.247 -5.077 -0.118
H -2.210 -3.664 0.920
H 0.155 -5.650 -1.964
H 1.539 -4.583 -1.928
H -0.020 -3.964 -2.420
H 1.296 -6.232 1.026
H 1.130 -5.008 2.273
H 2.371 -4.845 1.043
H 1.718 -2.358 0.278
H 0.481 -2.245 1.562